Entry 1:
DFT (the ωB97M-V functional and the def2-TZVPD basis) results for C7H13LuNO2P as an isolated structure at a distorted geometry.

Structure (XYZ):
```
25
Properties=species:S:1:pos:R:3:forces:R:3:lowdin_charge:R:1
C 2.9371 0.2930 -0.7975 0.15 -1.75 0.07 -0.2309
C 3.5299 0.0771 0.5240 -0.75 1.07 -0.61 -0.2217
C 2.9372 -1.0521 1.0975 1.27 -3.71 -0.34 -0.3256
C 2.3064 -1.8476 0.0534 0.31 0.72 -0.10 -0.2357
C 2.1040 -0.9967 -1.0752 1.82 0.12 -0.07 -0.2724
Lu 1.0154 0.0855 0.5771 -2.97 1.49 0.74 1.2219
P -0.0156 2.5117 -0.5010 0.05 0.26 -0.18 0.6275
H 3.2375 1.0542 -1.5386 -0.30 -0.61 0.60 0.0857
H 4.2609 0.6760 1.0825 -0.60 0.07 -0.52 0.1022
H 3.0784 -1.5308 2.0798 0.35 0.73 -0.46 0.1135
H 1.6233 -1.4029 -1.9819 0.51 0.81 0.37 0.1037
H 2.0204 -2.9078 0.0569 -0.13 0.72 0.49 0.1118
H -0.6799 2.2318 -1.7377 0.29 0.22 0.38 -0.1315
H 0.8095 3.6417 -0.8652 -0.67 -0.44 0.24 -0.1188
H -1.1343 3.0790 0.1791 0.44 0.13 -0.37 -0.1404
N -3.4281 -0.2309 -0.6007 -1.30 -0.76 0.45 0.0512
C -3.1810 -0.4408 0.8685 0.71 0.12 0.12 -0.1352
C -1.6328 -0.5342 0.9938 1.96 -0.78 -0.19 -0.6088
O -0.9731 -0.5607 2.0776 -1.37 0.59 -1.54 -0.0894
O -0.9712 -0.6633 -0.1482 -1.42 0.30 1.57 -0.2866
H -3.4041 0.7543 -0.8386 0.17 1.50 -0.30 0.0219
H -4.3587 -0.5687 -0.9267 -0.24 -0.05 0.26 0.0632
H -2.7489 -0.6938 -1.1948 0.76 -0.35 -0.02 0.0756
H -3.6274 0.3897 1.4582 0.53 -0.51 -0.53 0.1111
H -3.7049 -1.3638 1.1580 0.47 0.10 -0.05 0.1076
```
Forces are in eV/Å.

Output
Total charge   0
Kohn-Sham gap (spin up / spin down)   3.9314 / 5.0070 eV
Multiplicity   1
LUMO energy (spin up / spin down)   0.20 / 0.26 eV

---

Entry 2:
DFT (the ωB97M-V functional and the def2-TZVPD basis) results for C17H13BrN2O6Sr as an isolated structure.

Structure (XYZ):
```
40
Properties=species:S:1:pos:R:3:forces:R:3:lowdin_charge:R:1
Sr 2.9971 -1.4928 -0.3689 -0.03 0.04 -0.64 1.4981
O 3.7665 -2.8964 2.8807 0.06 -0.03 0.11 -0.0066
C 4.3316 -2.7616 1.7935 0.28 0.05 0.28 -0.6860
O 4.0407 -3.4011 0.7171 -0.13 0.09 -0.13 -0.2369
C 5.3967 -1.6219 1.6084 -0.01 -0.27 0.19 -0.6582
O 6.4713 -1.6685 2.2024 -0.02 -0.02 0.00 -0.0121
O 4.9959 -0.7045 0.8065 -0.27 0.05 -0.15 -0.2348
C 0.8498 -4.1930 0.4314 -0.03 0.03 0.04 -0.0598
O 0.7416 -2.8053 0.1313 0.15 0.01 0.00 -0.1923
C -0.5038 -2.2316 0.0825 0.02 0.24 0.03 -0.2236
C -1.6967 -2.9754 0.0732 -0.08 -0.10 -0.01 -0.1030
C -2.8864 -2.2553 0.0160 0.19 0.06 0.01 -0.7122
Br -4.5234 -3.2398 0.0008 -0.09 -0.05 0.00 0.6442
C -2.9465 -0.8880 -0.0283 -0.08 -0.07 0.00 -0.1186
C -1.7370 -0.1281 -0.0193 -0.05 0.34 0.00 -0.1088
C -0.5107 -0.8531 0.0378 0.00 -0.31 0.00 -0.1997
O 0.6890 -0.2010 0.0493 0.20 -0.02 -0.05 -0.0584
C -1.7171 1.2761 -0.0502 -0.01 -0.40 0.00 -0.2628
N -0.5996 2.0425 -0.0277 -0.01 0.16 -0.02 0.1075
C -1.0174 3.3393 -0.0634 0.07 -0.03 -0.03 -0.2379
C -0.2896 4.5294 -0.0607 0.05 -0.07 0.00 -0.0418
C -0.9840 5.7353 -0.1045 -0.07 0.04 0.00 -0.1469
C -2.3732 5.7762 -0.1512 0.01 0.12 0.00 -0.1550
C -3.1233 4.5942 -0.1564 0.00 -0.08 0.00 -0.0638
C -2.4323 3.4010 -0.1131 -0.07 0.05 0.01 -0.2100
N -2.8501 2.0871 -0.1049 0.01 0.10 0.00 0.1414
H 0.4705 -4.7911 -0.4019 0.01 -0.01 0.03 0.0949
H 0.2970 -4.4231 1.3452 0.01 -0.02 -0.02 0.1008
H 1.9130 -4.3703 0.5921 -0.02 -0.04 0.00 0.0734
H -1.6953 -4.0524 0.1015 0.00 0.01 0.00 0.0807
H -3.9110 -0.4009 -0.0680 0.00 0.02 0.00 0.0747
H 0.4940 0.7807 -0.0010 -0.04 0.06 0.06 0.0681
H 0.7917 4.5042 -0.0256 0.01 -0.01 0.00 0.0985
H -0.4282 6.6657 -0.1029 0.00 0.01 0.00 0.0821
H -2.8815 6.7325 -0.1842 0.00 0.00 0.00 0.0760
H -4.2064 4.6153 -0.1927 -0.01 0.02 0.00 0.0901
H -3.7987 1.7687 -0.1200 0.00 -0.03 0.00 0.1316
C 2.9810 -1.7721 -3.0599 -0.02 0.09 0.28 -0.2799
H 2.0857 -1.9869 -3.6676 -0.09 -0.01 0.00 -0.1734
H 3.7990 -1.7342 -3.7970 0.10 0.00 0.00 -0.1794
```
Forces are in eV/Å.

Output
Total charge   -2
Kohn-Sham gap (spin up / spin down)   5.3787 / 3.8068 eV
Multiplicity   1
LUMO energy (spin up / spin down)   3.91 / 3.91 eV

---

Quick rundown of molar mass, same order as above: 349.127, 508.823 g/mol
Quick rundown of energy, same order as above: -55959.310, -103984.900 eV